# 1
C12H28N3O8P2 | ωB97M-V/def2-TZVPD

Results
Kohn-Sham gap	5.59	eV
LUMO	-5.1	eV
HOMO energy	-10.73	eV

Structure (ORCA input):
```
! wB97M-V def2-TZVPD RIJCOSX def2/J DEFGRID3
* xyz 1 1
N 3.47 5.25 3.07
C 2.54 4.14 2.63
C 3.29 2.71 2.33
C 4.73 2.51 3.09
C 6.09 3.29 2.67
C 7.29 2.78 3.61
N 7.13 1.78 4.67
N 6.04 1.12 5.11
C 4.89 1.50 4.31
H 3.09 5.62 3.98
H 3.55 6.00 2.34
H 1.62 3.99 3.37
H 2.04 4.48 1.60
H 2.57 1.82 2.61
H 3.50 2.69 1.16
H 6.18 4.06 1.80
H 8.36 3.25 3.43
H 8.02 1.51 5.19
H 3.88 0.93 4.62
C 1.66 -3.44 1.85
O 0.27 -3.23 2.09
P -0.50 -1.87 1.36
O 0.29 -2.10 0.06
O 0.36 -0.84 2.33
C 0.20 -0.98 3.73
O -1.26 -0.50 0.62
C -2.13 -0.82 -0.46
H 2.05 -4.07 2.66
H 1.79 -3.98 0.91
H 2.22 -2.50 1.84
H 1.10 -1.44 4.14
H -0.68 -1.60 3.97
H 0.07 0.01 4.17
H -2.83 -1.60 -0.16
H -1.56 -1.13 -1.33
H -2.70 0.08 -0.72
C -4.19 -3.89 -4.53
O -4.04 -2.88 -5.52
P -4.81 -1.36 -5.27
O -4.44 -1.39 -3.78
O -6.29 -2.06 -5.47
C -6.55 -2.70 -6.70
O -5.59 0.17 -5.01
C -4.71 1.23 -4.67
H -3.99 -4.86 -5.00
H -3.46 -3.74 -3.74
H -5.20 -3.91 -4.12
H -6.53 -3.78 -6.55
H -5.81 -2.42 -7.46
H -7.54 -2.41 -7.05
H -3.88 1.28 -5.38
H -4.33 1.11 -3.66
H -5.28 2.17 -4.72
*
```



# 2
C12H28N4O8SZn | ωB97M-V/def2-TZVPD

Results
energy above the lowest of the compared OMol25 structures with the same formula, charge and spin	16.10	kcal per mole
Kohn-Sham gap	7.09	eV
LUMO	0.1	eV
HOMO energy	-6.99	eV

Structure (ORCA input):
```
! wB97M-V def2-TZVPD RIJCOSX def2/J DEFGRID3
* xyz 0 1
Zn -0.41 -0.67 0.12
S -2.01 -2.66 0.85
O -1.66 -2.17 -0.52
O -1.22 -1.61 1.65
O -3.43 -2.51 1.13
O -1.59 -4.04 1.01
C 2.68 -2.71 1.83
C 1.77 -2.92 0.65
O 1.18 -1.95 0.17
N 1.64 -4.13 0.13
C 0.88 -4.40 -1.10
H 2.78 -1.68 2.15
H 3.71 -3.02 1.61
H 2.42 -3.31 2.70
H 2.19 -4.90 0.48
H 1.28 -5.29 -1.59
H 0.91 -3.51 -1.73
H -0.14 -4.59 -0.76
C 2.31 -0.53 -3.09
C 1.12 0.31 -2.65
O 0.48 0.01 -1.65
N 0.89 1.42 -3.37
C -0.36 2.17 -3.21
H 2.53 -1.37 -2.44
H 3.23 0.06 -3.00
H 2.16 -0.78 -4.14
H 1.52 1.66 -4.12
H -0.99 1.67 -2.48
H -0.89 2.36 -4.14
H -0.08 3.10 -2.71
C -1.92 3.33 0.14
C -2.42 1.91 0.24
O -1.71 0.92 0.09
N -3.73 1.75 0.52
C -4.41 0.47 0.36
H -0.86 3.37 0.39
H -2.48 4.03 0.74
H -1.96 3.65 -0.91
H -4.29 2.59 0.54
H -4.09 -0.19 1.17
H -4.25 -0.01 -0.60
H -5.48 0.60 0.48
C 0.06 1.29 3.47
C 0.82 1.46 2.19
O 0.72 0.60 1.33
N 1.57 2.56 1.95
C 2.36 2.70 0.72
H 0.16 2.08 4.23
H 0.57 0.45 3.94
H -0.98 1.05 3.27
H 1.85 3.16 2.71
H 2.63 1.73 0.31
H 3.22 3.30 0.99
H 1.71 3.14 -0.05
*
```



# 3
C12H28O6Sn | ωB97M-V/def2-TZVPD

Results
Kohn-Sham gap (alpha / beta)	6.86 / 4.63	eV
LUMO (alpha / beta)	-12.4 / -14.6	eV
HOMO energy (alpha / beta)	-19.23 / -19.22	eV

Structure (ORCA input):
```
! wB97M-V def2-TZVPD RIJCOSX def2/J DEFGRID3
* xyz 3 2
Sn 2.38 0.66 -0.38
C 2.74 -1.91 -3.01
O 1.75 -0.95 -2.79
C 0.41 -1.35 -3.10
C -0.10 -2.25 -1.96
O 0.41 -1.71 -0.77
C 0.09 -2.45 0.37
C -1.16 -2.06 1.02
O -2.22 -2.66 0.23
C -3.53 -2.23 0.65
H 3.63 -1.61 -2.47
H 2.95 -1.85 -4.08
H 2.40 -2.92 -2.78
H 0.44 -1.83 -4.08
H -0.20 -0.47 -3.26
H 0.27 -3.25 -2.16
H -1.18 -2.38 -1.93
H 0.93 -2.36 1.07
H 0.08 -3.52 0.20
H -1.34 -0.99 1.07
H -1.27 -2.56 1.99
H -4.31 -2.69 0.05
H -3.52 -1.16 0.45
H -3.78 -2.47 1.69
C 0.21 3.65 -1.70
O 0.14 2.21 -1.57
C -1.09 1.67 -1.25
C -1.27 1.80 0.27
O -0.22 1.19 1.05
C -0.51 1.37 2.46
C 0.74 0.76 3.11
O 2.04 1.16 2.67
C 2.56 2.29 3.29
H 0.93 4.07 -0.99
H -0.71 4.10 -1.34
H 0.38 3.91 -2.74
H -1.15 0.61 -1.48
H -1.95 2.08 -1.77
H -2.24 1.49 0.67
H -1.36 2.87 0.45
H -1.50 1.04 2.78
H -0.42 2.41 2.79
H 0.78 -0.25 2.70
H 0.58 0.66 4.18
H 2.19 3.23 2.88
H 3.64 2.28 3.18
H 2.36 2.35 4.36
*
```



# 4
C12H29CuN5O | ωB97M-V/def2-TZVPD

Results
Kohn-Sham gap	8.51	eV
LUMO	-2.2	eV
HOMO energy	-10.71	eV

Structure (ORCA input):
```
! wB97M-V def2-TZVPD RIJCOSX def2/J DEFGRID3
* xyz 1 1
Cu -0.29 2.18 -1.51
N 1.56 1.11 -1.23
C 2.38 1.77 -0.24
C 1.58 2.40 0.94
N 0.40 3.15 0.42
C -0.82 2.97 1.35
C -1.33 1.58 1.27
N -1.37 1.04 -0.12
C 0.80 4.52 0.07
C -0.04 5.09 -1.10
N -0.63 4.04 -2.03
H 1.22 0.15 -0.94
H 2.09 1.02 -2.12
H 2.98 2.65 -0.64
H 3.11 1.03 0.20
H 2.27 3.09 1.52
H 1.16 1.67 1.63
H -1.57 3.71 1.06
H -0.53 3.27 2.37
H -2.32 1.54 1.64
H -0.76 0.90 1.90
H -2.33 0.96 -0.43
H -0.91 0.13 -0.16
H 1.86 4.45 -0.23
H 0.72 5.16 1.01
H 0.52 5.87 -1.67
H -0.96 5.58 -0.63
H -0.26 4.03 -2.98
H -1.64 4.19 -2.15
O 0.06 -1.53 -0.53
C 0.36 -2.63 -0.10
C -0.06 -2.95 1.37
C -1.01 -4.13 1.60
C -1.61 -4.92 0.40
C -0.51 -5.55 -0.49
C 0.16 -4.59 -1.52
N 1.01 -3.65 -0.84
H -0.47 -2.00 1.75
H 0.88 -3.13 1.90
H -1.89 -3.77 2.20
H -0.54 -4.87 2.26
H -2.28 -4.33 -0.24
H -2.18 -5.75 0.86
H -0.94 -6.35 -1.09
H 0.17 -6.03 0.20
H -0.64 -4.02 -2.09
H 0.69 -5.12 -2.29
H 1.93 -3.94 -0.54
*
```